# 1
Here is a 15-piece molecular cluster, C32H76ClNO14S overall in a non-equilibrium geometry from the OMol25 dataset. Energies are from the ωB97M-V functional and the def2-TZVPD basis.

Cartesian coordinates (Å):
C1 4.137800 -1.892440 -0.794408
C2 4.306025 -0.323951 -1.340920
C3 3.002671 0.576455 -0.852946
C4 1.807694 0.651579 -2.019488
C5 1.339562 2.187842 -2.347882
C6 0.666643 2.995591 -1.090483
C7 -0.457028 2.159983 -0.239998
C8 -0.198098 2.068283 1.409990
C9 -1.281534 1.301631 2.371550
C10 -2.585421 0.606838 1.666215
C11 -2.915356 0.657910 0.025766
C12 -1.819842 1.453602 -0.884776
S1 -2.091146 1.633998 -2.724719
C13 -3.698959 0.749896 -3.065158
C14 -4.247738 0.711181 -4.611727
C15 -5.670444 0.008200 -5.027344
C16 -6.559764 -0.677167 -3.808810
C17 -5.974703 -0.663171 -2.275788
C18 -4.524293 0.053269 -1.839810
N1 -4.171384 -0.035512 -0.391368
Cl1 -4.362579 -1.611137 0.285966
H1 3.715325 -1.789367 0.314874
H2 5.155880 -2.470634 -0.748716
H3 3.346232 -2.422582 -1.480294
H4 4.423087 -0.390440 -2.508616
H5 5.331107 0.136964 -0.942888
H6 2.567679 0.078356 0.113557
H7 3.436861 1.662551 -0.638026
H8 0.926023 -0.100110 -1.813184
H9 2.340276 0.250272 -3.009147
H10 2.331681 2.784306 -2.636612
H11 0.674434 2.225222 -3.338226
H12 1.565052 3.265552 -0.352629
H13 0.233492 4.047505 -1.433287
H14 0.769083 2.585611 1.880671
H15 -1.103437 1.273059 3.551333
H16 -3.363281 0.068878 2.388340
H17 -3.627777 1.221380 -5.463411
H18 -6.058840 0.024221 -6.137602
H19 -7.608781 -1.163942 -4.087012
H20 -6.645250 -1.160172 -1.444380
C19 -2.107983 -3.850397 -1.875278
O1 -1.575043 -3.137323 -0.774514
H21 -1.371676 -4.582747 -2.214317
H22 -3.019475 -4.368901 -1.567794
H23 -2.328367 -3.155037 -2.688872
H24 -2.250140 -2.495565 -0.495667
C20 -5.521543 2.925186 2.026034
O2 -6.662729 2.299268 1.469167
H25 -5.816550 3.886147 2.453768
H26 -5.104633 2.291344 2.812571
H27 -4.777038 3.090337 1.243430
H28 -6.370192 1.449665 1.097737
C21 -3.050062 3.768716 -7.499607
O3 -2.903764 4.476169 -6.282115
H29 -3.129166 4.485809 -8.319943
H30 -2.176870 3.131210 -7.658767
H31 -3.956837 3.160143 -7.461814
H32 -2.835984 3.814239 -5.573159
C22 -3.302007 5.767234 -3.190166
O4 -2.941564 6.899919 -2.421213
H33 -2.761875 4.895559 -2.813508
H34 -4.377215 5.593018 -3.101932
H35 -3.033907 5.935351 -4.236058
H36 -3.436116 7.657070 -2.778291
C23 0.175967 6.341992 -4.879003
O5 -0.135104 6.105653 -6.239723
H37 1.002552 7.053985 -4.821962
H38 -0.697365 6.759549 -4.371906
H39 0.472610 5.403801 -4.403786
H40 -0.871344 5.470864 -6.258634
C24 7.918845 0.505250 -2.204540
O6 7.227871 -0.711658 -1.990364
H41 7.837240 1.122882 -1.307154
H42 8.972437 0.296442 -2.405919
H43 7.473101 1.034500 -3.050257
H44 7.317822 -1.238334 -2.802697
C25 7.195951 -4.111035 0.722080
O7 5.899459 -4.153601 1.289070
H45 7.485267 -3.067948 0.574779
H46 7.906527 -4.591861 1.398909
H47 7.190004 -4.624898 -0.242254
H48 5.670109 -5.090925 1.408173
C26 -9.522604 3.763979 2.550621
O8 -9.886477 4.294906 3.811530
H49 -9.436721 4.582236 1.831934
H50 -8.560536 3.252368 2.633627
H51 -10.291374 3.064634 2.213072
H52 -9.954971 3.546187 4.428047
C27 -0.284600 -6.580344 0.179469
O9 0.075842 -5.447660 0.948421
H53 0.255531 -7.452020 0.556126
H54 -1.359809 -6.754560 0.267702
H55 -0.016500 -6.412227 -0.866423
H56 -0.418710 -4.690509 0.591343
C28 5.688346 -3.783469 5.222657
O10 6.250569 -3.921543 3.930751
H57 6.322101 -4.305080 5.943566
H58 5.635439 -2.724357 5.486650
H59 4.688176 -4.223405 5.234740
H60 5.667123 -3.448938 3.313013
C29 9.614588 -1.786505 4.802732
O11 8.553396 -2.416163 5.496694
H61 10.235058 -1.243500 5.519386
H62 10.221108 -2.543031 4.298737
H63 9.207044 -1.084298 4.071402
H64 8.020560 -2.889731 4.835495
C30 4.489887 -7.073754 3.410966
O12 5.754251 -6.652949 2.932962
H65 4.061730 -7.787001 2.702877
H66 4.609537 -7.556750 4.383904
H67 3.826996 -6.209669 3.500210
H68 6.109352 -6.021424 3.581377
C31 -8.686643 7.941584 2.350478
O13 -9.983135 7.899018 2.917468
H69 -8.397327 8.984671 2.203177
H70 -7.976067 7.460758 3.027306
H71 -8.692590 7.427721 1.386144
H72 -10.212485 6.961693 3.036571
C32 3.193373 -7.405890 7.290525
O14 2.882302 -7.642229 5.929805
H73 4.019958 -6.693897 7.347566
H74 2.320042 -6.988333 7.797622
H75 3.490017 -8.344081 7.765742
H76 2.146062 -8.277017 5.910894

Force components x, y, z for each atom (eV/Å):
-0.2 1.2 0.4
0.3 -0.7 0.4
0.4 -0.1 -0.7
1.1 -0.2 -0.7
0.5 0.1 -0.5
0.1 0.0 0.3
-1.8 -1.3 3.1
-3.4 -1.7 -1.7
-0.5 0.3 -4.5
2.0 1.8 -1.2
4.2 1.8 3.2
0.0 -0.6 3.3
-1.2 -0.9 1.2
-3.0 -1.9 0.2
-2.7 -1.6 2.2
1.6 0.3 4.7
3.8 1.8 0.6
1.2 1.5 -2.8
-2.5 -0.8 -4.7
1.6 2.4 -2.3
0.1 -0.2 -0.1
0.9 -0.6 -2.4
-2.1 1.1 -0.2
1.6 0.8 1.5
-0.4 0.4 2.2
-2.5 -1.0 -0.7
0.9 1.2 -1.7
-1.2 -2.2 -0.3
1.6 1.7 -0.2
-1.3 0.9 2.0
-2.1 -1.2 0.7
1.2 -0.2 2.3
-2.2 -0.8 -1.4
0.7 -2.3 0.6
-2.4 -1.3 -1.3
-0.6 -0.1 -3.0
1.9 1.2 -1.9
-1.2 -1.1 2.0
1.0 0.0 2.6
2.6 1.1 0.9
1.6 1.1 -1.8
-0.2 0.1 0.0
0.1 0.2 0.4
-0.1 0.1 0.1
-0.1 -0.1 -0.2
-0.1 -0.2 -0.2
0.4 -0.3 0.0
0.2 -0.1 -0.1
-0.2 -0.5 -0.3
-0.1 -0.2 -0.1
0.2 0.2 0.1
0.2 0.1 0.2
-0.2 0.5 0.1
0.0 -0.2 -0.1
0.3 0.0 0.6
0.0 -0.1 0.2
-0.1 -0.1 -0.3
0.0 -0.1 -0.2
-0.1 0.4 -0.2
-0.1 0.2 -0.2
-0.1 0.6 0.1
0.0 0.1 0.1
0.0 -0.3 -0.1
-0.1 -0.2 -0.1
0.3 -0.4 0.3
-0.2 -0.1 -0.1
-0.2 -0.3 -0.3
-0.1 -0.1 -0.1
0.1 0.0 0.3
0.1 0.1 0.3
0.1 0.4 -0.1
0.0 -0.1 -0.2
0.1 -0.5 -0.3
0.0 -0.2 -0.1
0.1 0.3 0.0
0.1 0.2 0.0
-0.1 0.2 0.5
-0.1 -0.1 0.1
-0.4 0.0 -0.3
-0.1 -0.1 0.0
0.2 0.0 -0.1
0.2 0.1 -0.1
0.1 0.2 0.3
0.2 -0.3 0.1
-0.2 0.0 0.6
0.0 -0.1 0.1
-0.1 0.0 -0.3
0.1 0.0 -0.3
0.0 0.6 -0.3
0.0 0.3 0.1
-0.1 0.3 0.0
0.0 0.2 0.0
0.0 -0.2 -0.2
-0.1 -0.3 -0.1
0.2 -0.2 0.1
-0.3 0.1 0.2
0.1 0.2 0.1
0.0 0.1 -0.1
-0.1 -0.1 0.3
-0.1 0.0 0.2
0.5 -0.5 -0.2
-0.2 -0.2 -0.1
-0.3 -0.2 0.0
-0.1 -0.1 -0.1
0.2 0.2 -0.1
0.2 0.1 -0.1
0.1 0.1 0.2
0.1 0.0 0.3
0.5 0.2 -0.2
0.1 0.1 0.0
-0.3 0.0 -0.2
-0.2 -0.2 0.1
-0.1 0.0 -0.5
-0.1 -0.2 0.1
-0.3 -0.3 0.1
-0.1 -0.1 0.1
0.2 0.0 -0.1
0.3 0.1 -0.1
0.1 0.5 0.1
-0.2 -0.1 0.1
-0.5 -0.3 -0.2
-0.1 -0.1 -0.1
0.1 0.0 0.2
0.1 0.1 0.2
0.4 0.4 -0.1

Values from the calculation:
- orbital gap (eV) = 7.1
- lowest unoccupied orbital energy (hartree) = -0.032
- total energy (eV) = -87904.1669

---

# 2
Here is a 2-piece molecular cluster, C5H8O overall in a non-equilibrium geometry from the OMol25 dataset. Energies are from the ωB97M-V functional and the def2-TZVPD basis.

Cartesian coordinates (Å):
C1 -0.586539 -0.247379 1.651081
C2 0.286024 0.415034 0.896749
C3 1.328967 -1.204508 -0.732511
O1 0.845009 -0.885773 -1.789697
C4 -1.127960 0.721706 -1.148328
C5 -0.317938 1.177939 -0.202718
H1 -1.535486 -0.543327 1.213691
H2 -0.450441 -0.372041 2.711721
H3 1.276338 0.686370 1.265148
H4 0.920979 -2.018116 -0.110757
H5 2.256059 -0.738436 -0.351666
H6 -1.334894 -0.338294 -1.271196
H7 -1.585687 1.398184 -1.856025
H8 -0.176222 2.242322 -0.036004

Force components x, y, z for each atom (eV/Å):
0.0 -0.1 0.2
-0.7 0.6 0.6
0.3 -0.5 -0.6
0.5 -0.5 0.2
0.0 0.2 0.1
-0.1 0.2 -0.5
-0.1 0.4 0.3
0.4 -0.8 0.1
-0.3 0.2 0.0
0.0 0.0 -0.1
-0.1 0.0 0.0
0.1 0.2 0.0
-0.1 0.0 0.1
0.1 0.1 -0.5

Values from the calculation:
- orbital gap (eV) = 9.6
- lowest unoccupied orbital energy (hartree) = 0.019
- total energy (eV) = -7359.0412

---

# 3
Here is an isolated ion of composition C2H4N5O2 and charge +1 from the OMol25 dataset. Energies are from the ωB97M-V functional and the def2-TZVPD basis.

Cartesian coordinates (Å):
O1 -2.430363 -2.684177 -0.560259
N1 -1.450177 -2.614083 -1.142137
O2 -0.464693 -1.681443 -0.487393
C1 -1.041876 -0.425777 -0.164367
C2 0.100465 0.525331 -0.096190
N2 0.355421 1.528648 -0.935318
N3 1.442300 2.134016 -0.524670
N4 1.855064 1.530298 0.537620
N5 1.046365 0.517637 0.841461
H1 -1.703974 -0.083289 -0.960465
H2 -1.558821 -0.434305 0.799030
H3 2.679287 1.800413 1.066589
H4 1.171001 -0.113269 1.626099

Force components x, y, z for each atom (eV/Å):
-0.1 0.3 -0.3
-0.1 -0.7 0.3
0.3 0.5 -0.2
0.1 -0.3 0.1
0.0 0.0 0.1
0.1 0.2 -0.1
-0.1 -0.1 0.0
0.1 -0.1 0.1
-0.2 -0.1 -0.1
-0.1 0.1 0.1
-0.2 0.0 -0.1
0.0 0.0 0.0
0.2 0.1 0.0

Values from the calculation:
- orbital gap (eV) = 9.5
- net charge = +1
- lowest unoccupied orbital energy (hartree) = -0.193
- total energy (eV) = -13672.0171

---

# 4
Here is a single C21H21N3O4 molecule from the OMol25 dataset. Energies are from the ωB97M-V functional and the def2-TZVPD basis.

Cartesian coordinates (Å):
C1 2.745570 -0.102982 0.777588
H1 2.820413 -0.599401 1.743081
O1 1.730089 -0.785813 0.078908
C2 1.441739 -0.398347 -1.198883
C3 2.075441 0.645647 -1.859158
C4 1.722343 0.949976 -3.162586
C5 0.770688 0.205820 -3.827629
C6 0.126553 -0.845780 -3.182397
C7 0.442288 -1.134829 -1.852219
C8 -0.339540 -2.175506 -1.116803
O2 -0.383552 -3.352141 -1.390604
N1 -1.058340 -1.698869 -0.056165
N2 -1.036071 -0.386557 0.382200
C9 -0.458257 -0.094197 1.599893
N3 -0.251073 1.102295 2.004247
C10 -0.574730 2.152769 1.186305
C11 -0.257576 3.454257 1.589399
C12 -0.584492 4.521465 0.784068
C13 -1.234420 4.323436 -0.433690
C14 -1.556443 3.049881 -0.844785
C15 -1.227276 1.956335 -0.042445
C16 -1.541785 0.602997 -0.481565
O3 -2.156492 0.296507 -1.476248
H2 -2.056566 2.862194 -1.782672
H3 -1.484385 5.171932 -1.052275
H4 -0.336955 5.524944 1.098125
H5 0.243469 3.592427 2.534579
C17 -0.140326 -1.255757 2.481389
H6 0.473057 -1.969936 1.930708
C18 -1.372036 -1.921605 3.143046
H7 -1.570378 -2.946665 2.835856
H8 -2.281897 -1.332790 3.037552
C19 -0.704256 -1.761333 4.516481
H9 -0.348411 -2.702611 4.929294
H10 -1.302912 -1.251877 5.267396
C20 0.408508 -0.918129 3.876506
H11 1.423986 -1.254216 4.070733
H12 0.331764 0.143850 4.091182
H13 -1.702467 -2.339629 0.392386
O4 -0.859156 -1.518042 -3.852184
C21 -0.474519 -2.767480 -4.401670
H14 0.345481 -2.640370 -5.118316
H15 -0.175222 -3.472680 -3.623122
H16 -1.355416 -3.143051 -4.918043
H17 0.494121 0.432661 -4.844940
H18 2.208740 1.774429 -3.661763
H19 2.832072 1.232304 -1.364482
H20 2.484010 0.947473 0.937105
H21 3.704616 -0.173003 0.256619

Force components x, y, z for each atom (eV/Å):
0.2 0.2 0.1
0.0 0.0 0.0
-0.2 -0.2 -0.4
0.0 -0.1 -0.2
0.1 0.0 0.3
-0.1 -0.1 0.0
-0.1 -0.1 -0.1
0.2 0.1 0.1
0.2 -0.1 -0.2
0.3 0.2 0.1
-0.1 -0.1 -0.1
-0.5 0.0 0.7
-0.1 -0.2 -0.4
0.3 0.0 0.2
0.2 -0.4 0.5
-0.3 0.2 -0.7
0.0 0.0 -0.1
0.0 0.0 0.1
-0.1 0.0 -0.1
0.0 -0.1 0.0
0.2 0.4 0.3
-0.4 -0.2 -0.2
0.0 0.1 0.0
0.0 0.0 -0.1
0.0 0.1 -0.1
0.0 0.1 0.0
0.0 0.0 0.1
0.2 0.0 -0.1
-0.1 0.0 0.0
-0.2 -0.2 -0.1
-0.1 0.0 -0.1
-0.1 0.0 0.0
-0.1 -0.1 0.3
0.0 0.0 0.0
0.0 0.0 0.1
0.2 0.2 0.0
0.1 0.0 0.0
0.0 0.0 0.0
0.1 0.2 -0.1
0.0 0.4 0.4
0.2 -0.4 -0.2
-0.1 0.0 0.0
0.0 0.1 -0.1
0.1 0.0 0.0
-0.1 0.0 -0.1
0.0 0.1 0.0
0.1 0.0 0.1
0.0 0.0 0.0
0.0 0.0 0.0

Values from the calculation:
- orbital gap (eV) = 9.1
- lowest unoccupied orbital energy (hartree) = 0.018
- total energy (eV) = -34777.2602

---

# 5
Here is a single C3H3Br molecule in a non-equilibrium geometry from the OMol25 dataset. Energies are from the ωB97M-V functional and the def2-TZVPD basis.

Cartesian coordinates (Å):
C1 0.365842 0.086759 0.117663
C2 1.579098 0.133802 0.103434
C3 -1.064268 0.016323 -0.021982
Br1 3.362687 0.036442 0.059477
H1 -1.341529 -1.051312 0.342995
H2 -1.175481 -0.119328 -1.056925
H3 -1.726350 0.897314 0.455336

Force components x, y, z for each atom (eV/Å):
2.4 0.8 0.4
-1.9 -0.2 0.1
-1.5 -0.9 2.3
0.3 0.1 0.0
-0.1 2.0 0.0
-0.9 0.5 -1.6
1.7 -2.2 -1.2

Values from the calculation:
- orbital gap (eV) = 10.2
- lowest unoccupied orbital energy (hartree) = 0.032
- total energy (eV) = -73199.4678

---

The evaluated energy relative to the best compared isomer or geometry (same formula, charge and spin) for the records listed, in turn: 1669.3, 310.1, 29.7, 329.6, 49.2 kJ/mol.